(1)
Below is the ion C4H11N2 with charge +2, with properties calculated with ωB97M-V/def2-TZVPD.

```
17
Properties=species:S:1:pos:R:3:forces:R:3
C -0.3490 1.1699 -1.5392 0.11 -0.29 1.48
C -0.7885 -0.1268 -0.8309 -0.50 -0.51 0.23
C -0.2116 -0.2876 0.5690 1.66 -0.07 -0.65
C 0.3946 -1.4457 0.8294 -0.94 0.44 0.57
N 1.3702 -1.6011 1.9398 -0.27 0.69 -0.32
N -0.8089 2.3421 -0.7713 0.17 -2.12 -3.47
H 0.7022 1.1833 -1.7629 0.59 0.34 0.20
H -0.8347 1.1650 -2.5341 -0.37 0.45 0.07
H -1.8833 -0.2137 -0.8308 0.14 0.04 -0.07
H -0.3674 -0.9590 -1.4130 -0.52 0.32 -0.11
H -0.0105 0.5957 1.1845 -0.12 -0.20 -0.12
H 0.0705 -2.3802 0.3876 0.58 -0.01 -0.33
H 1.9907 -0.7840 1.9608 0.07 -0.16 -0.02
H 1.9538 -2.4197 1.7411 -0.06 -0.10 0.52
H 0.9214 -1.6244 2.8597 0.07 -0.59 0.14
H -1.8247 2.1809 -0.7387 -0.02 1.39 1.04
H -0.3246 3.2052 -1.0510 -0.58 0.39 0.84
```
Forces are in eV/Å.

Results
- Kohn-Sham gap (alpha / beta): 11.59 / 6.63 eV
- Charge: +2
- LUMO level (alpha / beta): -7.382 / -12.334 eV
- HOMO level (alpha / beta): -0.697 / -0.697 Eh
- Spin multiplicity: 2

***

(2)
Below is the ion C4H11N2 with charge +2, with properties calculated with ωB97M-V/def2-TZVPD.

```
17
Properties=species:S:1:pos:R:3:forces:R:3
C -0.1253 -1.6363 -1.9515 0.61 -0.92 -0.61
C -0.5682 -0.0775 -1.4431 0.13 0.40 -0.20
C -0.9781 0.0916 -0.0370 1.00 -0.34 0.68
N 0.2188 0.0934 0.8563 0.33 0.65 -1.27
C 0.3267 0.7980 2.0027 -0.52 -1.11 -0.19
N 1.3579 1.5075 2.3381 -1.87 -1.18 -0.33
H -1.0677 -2.1731 -2.0137 -0.02 -0.04 0.21
H 0.6176 -1.8577 -1.1629 -0.37 0.19 0.28
H 0.4379 -1.7155 -2.8851 -0.35 0.40 -0.08
H -1.3598 0.0166 -2.2078 -0.19 -0.14 0.32
H 0.3314 0.4765 -1.7185 0.20 -0.08 0.03
H -1.6192 -0.7267 0.3016 -0.66 0.36 -0.09
H -1.4347 1.0961 0.0196 -0.55 -0.28 0.10
H 1.0644 -0.0381 0.3096 0.28 0.30 0.36
H -0.4861 0.6099 2.7024 0.01 0.57 0.13
H 1.2980 1.7951 3.3111 1.15 0.75 -0.18
H 1.9865 1.7400 1.5783 0.82 0.47 0.84
```
Forces are in eV/Å.

Results
- Kohn-Sham gap (alpha / beta): 11.73 / 5.75 eV
- Charge: +2
- LUMO level (alpha / beta): -8.382 / -14.178 eV
- HOMO level (alpha / beta): -0.739 / -0.732 Eh
- Spin multiplicity: 2

***

(3)
Below is the ion C4H11N2O with charge -1, with properties calculated with ωB97M-V/def2-TZVPD.

```
18
Properties=species:S:1:pos:R:3:forces:R:3
C 0.6948 -0.3570 0.6989 1.97 0.01 -1.48
N 1.1333 -0.9687 -0.5319 -2.81 -1.35 -1.18
C 0.0528 -1.8657 -1.1926 0.57 -0.52 -0.86
O -0.9127 -2.3605 -0.4603 0.37 0.23 0.47
C -0.4645 0.6642 0.4473 0.08 -0.55 0.56
C -0.3353 1.7916 1.4473 -1.45 -0.03 -0.18
N -0.6227 1.2020 -0.8999 0.23 0.58 0.59
H 0.3687 -1.1523 1.3778 -0.25 0.29 0.14
H 1.6122 0.1059 1.0983 -0.45 0.32 0.37
H 1.9274 -1.2179 -1.0820 1.29 0.76 1.28
H -0.2956 -1.2551 -2.0478 -0.43 0.33 -0.35
H 0.7221 -2.6450 -1.7523 -0.30 0.23 0.52
H -1.3332 0.0730 0.7045 -0.46 -0.09 -0.16
H -1.2839 2.3506 1.4954 0.17 0.02 -0.21
H 0.4009 2.4763 1.0181 0.45 -0.05 0.97
H -0.2758 1.3217 2.4396 0.98 0.61 0.00
H -1.5203 0.9290 -1.2581 0.11 -0.32 -0.39
H 0.1317 0.9079 -1.5023 -0.07 -0.48 -0.08
```
Forces are in eV/Å.

Results
- Kohn-Sham gap: 6.49 eV
- Charge: -1
- LUMO level: 4.195 eV
- HOMO level: -0.084 Eh

***

(4)
Below is the ion C4H11N2O with charge -1, with properties calculated with ωB97M-V/def2-TZVPD.

```
18
Properties=species:S:1:pos:R:3:forces:R:3
C -0.5641 1.4570 1.4425 0.50 1.48 0.16
O -0.7080 2.7845 1.2082 -0.23 0.11 -0.07
C -0.1651 0.7361 0.1515 0.22 -1.29 0.31
C -0.0888 -0.7855 0.3184 -0.39 0.15 0.54
C 0.4057 -1.5820 -0.8716 -0.74 0.35 -0.57
N 1.8534 -1.8182 -0.8422 0.16 0.22 0.00
N -1.1116 1.0606 -0.9303 0.10 0.77 0.42
H 0.2431 1.2851 2.1932 0.15 -0.49 0.12
H -1.4814 1.0102 1.8956 -0.19 -0.50 -0.20
H 0.8462 1.0923 -0.0714 -0.10 0.29 -0.41
H -1.1097 -1.0951 0.5353 -0.23 -0.19 0.09
H 0.4888 -1.0341 1.2235 0.01 0.02 -0.18
H 0.1112 -1.0240 -1.7671 0.05 0.14 0.01
H -0.1856 -2.5011 -0.9520 0.51 -0.34 0.19
H 2.2512 -1.0228 -0.3487 0.08 -0.12 0.12
H 2.2103 -1.7037 -1.7841 0.07 -0.21 -0.04
H -0.9799 2.0807 -0.9658 -0.10 -0.13 -0.18
H -2.0156 1.0597 -0.4351 0.15 -0.27 -0.33
```
Forces are in eV/Å.

Results
- Kohn-Sham gap: 6.48 eV
- Charge: -1
- LUMO level: 4.022 eV
- HOMO level: -0.090 Eh

***

(5)
Below is the ion C4H11N2O with charge -1, with properties calculated with ωB97M-V/def2-TZVPD.

```
18
Properties=species:S:1:pos:R:3:forces:R:3
N -0.8206 -1.4148 -1.7822 -0.47 1.62 -1.69
C -0.2391 -0.5353 -0.7156 1.31 -0.07 0.78
C -0.8145 0.7755 -0.0657 0.68 0.31 -1.99
C -0.7834 1.0607 1.5648 1.73 -0.60 -0.36
O -0.5539 2.3240 1.9309 -1.03 -0.34 -0.60
C 1.3068 -0.4270 -0.8018 -0.91 1.61 0.91
N 1.8561 -1.4970 -0.0517 0.40 -4.12 0.60
H -1.8048 -1.1647 -1.7793 -0.35 -0.37 -0.03
H -0.5439 -1.1590 -2.7476 0.09 0.16 0.72
H -0.3738 -1.2951 -0.0018 0.11 -0.38 1.97
H -1.8251 0.7758 -0.5005 -0.17 0.98 0.35
H -0.1108 1.5353 -0.5384 -1.57 -0.05 0.64
H 0.1039 0.4490 1.9627 -0.46 -0.47 -0.50
H -1.6835 0.5026 1.9586 -0.01 0.43 -0.09
H 1.6168 0.3839 -0.1177 -0.73 0.63 -0.82
H 1.8568 -0.1285 -1.7157 -0.79 -0.87 -0.33
H 1.1508 -2.3057 0.1595 1.78 2.06 -0.92
H 1.9771 -1.0462 0.8206 0.39 -0.54 1.34
```
Forces are in eV/Å.

Results
- Kohn-Sham gap: 6.52 eV
- Charge: -1
- LUMO level: 4.054 eV
- HOMO level: -0.090 Eh

***

(6)
Below is a cluster of 2 separate species, C4H11N2O in total, with properties calculated with ωB97M-V/def2-TZVPD.

```
18
Properties=species:S:1:pos:R:3:forces:R:3
C -0.2014 0.4574 2.5046 0.22 0.26 -0.35
C 1.6283 -0.9694 1.7061 1.09 -0.98 0.53
N 0.6458 -0.0852 1.4696 -1.40 1.13 -0.90
H -1.2580 0.3890 2.2074 0.13 -0.03 0.25
H 0.0321 1.5172 2.6760 -0.11 -0.02 0.08
H -0.0420 -0.0540 3.4575 -0.10 -0.12 -0.22
H 1.7476 -1.3694 2.7033 -0.01 0.04 -0.05
H 2.2852 -1.2869 0.9102 -0.17 0.12 0.00
H 0.5189 0.2210 0.4748 0.35 -0.48 1.66
C -1.4219 0.0658 -1.3157 -0.25 -0.45 0.41
C -0.0139 0.0416 -1.8547 -0.10 -0.36 0.63
N 0.1085 0.0366 -3.2121 0.32 0.74 0.09
O 0.9605 -0.0040 -1.1203 -0.15 0.22 -1.05
H -2.1572 -0.2355 -2.0578 -0.06 0.33 -0.18
H -1.6422 1.0547 -0.8967 -0.03 -0.15 -0.22
H -1.5268 -0.6629 -0.5045 0.28 0.20 -0.01
H 1.0109 0.4324 -3.4542 -0.07 -0.32 -0.43
H -0.6744 0.4515 -3.6938 0.05 -0.13 -0.22
```
Forces are in eV/Å.

Results
- Kohn-Sham gap (alpha / beta): 5.35 / 9.91 eV
- LUMO level (alpha / beta): 0.585 / 0.578 eV
- HOMO level (alpha / beta): -0.175 / -0.343 Eh
- Spin multiplicity: 2

***

(7)
Below is a cluster of 2 separate species, C4H11N2O in total, with properties calculated with ωB97M-V/def2-TZVPD.

```
18
Properties=species:S:1:pos:R:3:forces:R:3
N -4.2889 0.2837 0.0046 0.41 -0.02 0.41
C -0.1755 1.5191 -1.3858 -0.28 0.30 -0.63
C 0.0005 0.5152 -0.3659 1.04 -0.08 0.78
N 1.2325 0.4559 0.1929 -0.61 0.24 -0.91
C 1.5877 -0.5891 1.1395 0.06 0.20 0.02
C 2.6058 -1.5334 0.5260 0.22 0.36 -0.21
O -0.9978 -0.0939 -0.0262 -0.35 0.11 -0.06
H -3.2796 0.2677 0.0479 -0.08 -0.03 0.01
H -4.6005 1.1880 -0.3141 -0.19 -0.13 -0.23
H -4.5995 -0.4808 -0.5740 -0.19 0.18 -0.20
H -1.0466 1.4139 -2.0209 -0.15 -0.15 -0.11
H 0.4114 2.4305 -1.5267 0.02 -0.11 0.35
H 1.9345 1.0517 -0.2287 0.21 -0.07 0.31
H 0.6490 -1.0579 1.4057 -0.04 -0.24 0.11
H 1.9879 -0.0908 2.0191 0.02 -0.04 0.20
H 2.2684 -1.8659 -0.4508 -0.08 -0.20 -0.07
H 3.5643 -1.0209 0.3907 -0.08 -0.17 0.08
H 2.7463 -2.3929 1.1667 0.08 -0.15 0.14
```
Forces are in eV/Å.

Results
- Kohn-Sham gap: 3.26 eV
- Charge: +1
- LUMO level: -9.071 eV
- HOMO level: -0.453 Eh

***

(8)
Below is the ion C4H11N2O with charge +1, with properties calculated with ωB97M-V/def2-TZVPD.

```
18
Properties=species:S:1:pos:R:3:forces:R:3
C -0.3149 1.9275 0.9475 3.30 -1.60 -0.39
C 0.1074 -0.1100 -0.4104 1.54 2.27 -0.21
C -0.7918 -0.6275 -1.5026 0.08 -0.40 0.41
C 1.1342 -1.1512 0.1333 0.47 2.75 -1.80
N 0.6419 1.2917 -0.9650 2.16 -3.05 1.24
N -0.6533 0.4229 0.8330 -0.23 -1.01 0.56
O -0.1593 2.2676 -0.3711 0.29 0.04 -0.02
H -1.1169 2.4162 1.3221 -2.43 1.65 1.41
H 0.6696 2.1017 1.5912 -1.99 -0.81 -1.23
H -1.4854 -1.3617 -1.0417 0.27 0.08 -0.73
H -0.1243 -1.0933 -2.3009 -1.15 0.63 1.00
H -1.3367 0.2515 -1.8664 -0.05 -0.50 -0.37
H 2.1007 -1.2205 -0.3851 -0.57 0.09 -0.29
H 0.5849 -2.0069 0.0355 -0.84 -2.79 -0.04
H 1.3611 -0.9675 1.1374 0.38 0.27 1.63
H 1.6257 1.2614 -0.5282 -1.52 1.11 -0.64
H -0.3770 -0.0711 1.7044 -0.02 0.26 -0.73
H -1.6434 0.1502 0.6858 0.29 1.02 0.21
```
Forces are in eV/Å.

Results
- Kohn-Sham gap: 11.46 eV
- Charge: +1
- LUMO level: -3.442 eV
- HOMO level: -0.548 Eh

***

(9)
Below is the ion C4H11N2O with charge +1, with properties calculated with ωB97M-V/def2-TZVPD.

```
18
Properties=species:S:1:pos:R:3:forces:R:3
N -0.4849 -1.8903 0.0909 0.86 0.44 -0.52
C -1.4942 -0.8654 -0.3058 -0.08 0.25 -0.70
C -0.8946 0.0444 -1.4104 0.34 -0.56 0.79
N 0.4447 0.4906 -1.0180 -0.12 -0.30 0.68
C 0.6574 1.5719 -0.0304 -1.48 -0.03 -1.64
C 1.1829 1.1431 1.3083 1.40 -1.22 -0.88
O 1.0514 -0.0043 1.6705 -0.50 -0.14 0.34
H 0.0287 -2.1619 -0.7475 0.07 0.00 -0.14
H 0.2428 -1.3857 0.6708 -0.50 -0.46 0.22
H -0.8702 -2.7602 0.4491 -0.01 0.23 0.69
H -1.7173 -0.2339 0.5465 0.12 -0.13 0.36
H -2.4288 -1.3568 -0.5870 0.23 0.05 -0.20
H -0.7753 -0.4340 -2.3777 -0.09 -0.50 0.02
H -1.6910 0.7569 -1.5658 0.08 1.05 -0.07
H 1.0832 0.5410 -1.7870 0.06 0.09 -0.22
H -0.3610 1.9597 0.0871 0.21 0.70 0.49
H 1.2619 2.3406 -0.5207 -0.01 0.10 0.53
H 1.9155 1.7734 1.8337 -0.57 0.44 0.25
```
Forces are in eV/Å.

Results
- Kohn-Sham gap: 10.44 eV
- Charge: +1
- LUMO level: -3.063 eV
- HOMO level: -0.496 Eh

***

(10)
Below is the ion C4H11N2O with charge +1, with properties calculated with ωB97M-V/def2-TZVPD.

```
18
Properties=species:S:1:pos:R:3:forces:R:3
C -0.0853 -0.0032 -0.0857 0.03 -3.12 2.58
C -0.0327 2.4361 0.4990 1.88 1.41 1.42
C 0.6575 -1.0866 -2.1335 2.03 0.17 -0.73
C -0.4928 -1.7603 1.6952 0.13 5.45 1.89
N -0.3829 1.0449 0.6909 0.56 -0.63 -2.15
N 0.2159 0.0580 -1.3434 -1.00 0.59 -1.05
O 0.0576 -1.3823 0.4523 -0.11 4.06 -2.57
H -0.2712 2.9510 -0.4351 -0.53 -0.37 0.17
H -0.3280 3.0572 1.4338 -0.01 -1.22 -1.83
H 1.0611 2.4053 0.5904 -0.04 0.56 -0.33
H 0.4313 -0.8668 -3.2083 0.32 -0.47 1.11
H 0.3875 -2.0768 -1.8008 -1.18 0.15 0.10
H 1.7432 -1.1402 -1.9249 -0.19 0.17 -0.88
H -0.1533 -0.9760 2.5602 -0.80 -2.08 -1.90
H -0.2061 -2.7011 1.9031 1.65 -3.07 0.67
H -1.5440 -1.8036 1.6271 -1.42 0.33 0.01
H -1.0148 0.9570 1.4010 -1.72 -1.14 2.26
H -0.0430 0.8874 -1.9211 0.40 -0.78 1.21
```
Forces are in eV/Å.

Results
- Kohn-Sham gap: 11.53 eV
- Charge: +1
- LUMO level: -3.197 eV
- HOMO level: -0.541 Eh

***

(11)
Below is the ion C4H11N2O with charge +1, with properties calculated with ωB97M-V/def2-TZVPD.

```
18
Properties=species:S:1:pos:R:3:forces:R:3
N 0.8840 0.9948 -0.1612 -0.40 0.44 -0.67
C -0.2370 0.0315 -0.5143 0.67 -0.02 0.67
C 0.3282 -1.3035 -0.0895 0.30 -1.59 -1.73
C 1.5786 -1.7073 -0.8751 1.59 0.71 2.02
O 2.3495 -0.9226 -1.3800 -0.58 0.11 -0.57
C -1.5314 0.4127 0.2240 -0.85 0.26 -0.11
N -1.3317 1.3068 1.3342 1.11 -0.55 0.24
H 0.6328 1.9059 -0.5047 -0.12 0.74 -0.06
H 1.7288 0.7233 -0.6902 0.12 -0.45 0.29
H 1.0169 1.0888 0.8461 -0.04 -0.22 0.11
H -0.3322 0.1335 -1.5916 -0.10 -0.27 -0.09
H 0.5206 -1.3644 0.9781 0.21 0.07 0.23
H -0.2430 -2.2138 -0.3217 -1.01 0.67 0.25
H 1.9344 -2.7352 -0.7011 -0.45 -0.25 -0.50
H -2.2808 0.8052 -0.4693 0.23 0.02 -0.25
H -1.9614 -0.5224 0.5766 -0.03 0.02 0.19
H -1.7955 1.0781 2.1935 -0.16 0.13 0.00
H -1.2606 2.2887 1.1462 -0.50 0.17 -0.01
```
Forces are in eV/Å.

Results
- Kohn-Sham gap: 10.45 eV
- Charge: +1
- LUMO level: -3.394 eV
- HOMO level: -0.509 Eh

***

(12)
Below is a cluster of 2 separate species, C4H11N2O2 in total, with properties calculated with ωB97M-V/def2-TZVPD.

```
19
Properties=species:S:1:pos:R:3:forces:R:3
N 0.5500 -0.9288 1.5561 -0.62 0.56 -0.03
C -0.1553 -1.1968 0.3256 1.08 -0.10 1.01
C 0.3483 -0.2783 -0.8276 -1.02 -0.91 -0.51
N 0.9120 0.9446 -0.3621 -0.96 -0.46 1.17
C 0.2240 1.9903 -0.7438 3.90 0.06 -2.11
C -1.2621 2.1854 0.1699 -4.57 -0.81 2.41
O -2.1101 1.3512 -0.2631 0.65 0.07 -0.68
O 1.0197 -3.5472 0.1405 1.14 -0.27 0.44
H 1.0548 -0.0621 1.4974 0.52 -0.15 0.28
H -1.1164 2.0174 1.2519 1.46 0.15 -0.15
H 1.0226 -1.6853 2.0196 0.02 -0.08 -0.16
H 0.1111 -2.2861 0.1856 -0.83 0.42 -0.88
H -1.2334 -1.0782 0.4391 -0.01 -0.11 -0.09
H -0.5447 -0.1050 -1.4466 0.19 0.19 -0.18
H 1.0540 -0.8176 -1.4698 0.24 0.05 0.29
H 0.9939 -4.4739 -0.1479 -0.53 0.01 -0.22
H 0.8249 2.8863 -0.5836 -0.65 0.45 0.28
H -0.1316 1.8483 -1.7594 -1.04 0.64 -0.05
H -1.5618 3.2360 0.0179 1.03 0.30 -0.80
```
Forces are in eV/Å.

Results
- Kohn-Sham gap (alpha / beta): 7.09 / 6.31 eV
- LUMO level (alpha / beta): -1.814 / -2.307 eV
- HOMO level (alpha / beta): -0.327 / -0.317 Eh
- Spin multiplicity: 2

***

(13)
Below is the molecule C4H11N2O2, with properties calculated with ωB97M-V/def2-TZVPD.

```
19
Properties=species:S:1:pos:R:3:forces:R:3
C 0.7087 0.3759 1.0331 0.51 0.99 0.63
N -0.4936 0.1306 1.8441 0.58 -0.96 0.39
C -1.5878 1.1779 1.5428 2.92 -2.72 0.04
O -1.0611 2.2834 1.1059 -0.20 1.94 -0.77
C 1.1543 -0.7200 0.0571 -1.23 0.04 -0.43
N -0.0804 -0.9345 -0.8463 5.06 1.05 0.53
C 0.1238 -0.2936 -2.1199 -2.19 -1.86 0.21
O 0.0147 -1.3495 -2.9791 -0.61 -2.12 -4.18
H 1.5021 0.6572 1.7694 -0.12 0.07 -0.96
H 0.4262 1.2976 0.4117 1.23 -1.34 0.64
H -0.1465 -0.1387 2.8113 -1.52 0.95 -1.47
H -1.8493 1.4667 2.5462 -1.79 -0.15 0.69
H -2.1635 0.6285 0.7514 -0.78 0.79 1.14
H 1.4469 -1.7381 0.3672 -0.17 0.67 0.84
H 2.0953 -0.2921 -0.4185 -1.49 -0.55 -0.21
H -0.8837 -0.8072 -0.3129 -1.57 0.65 0.73
H 1.0742 0.1066 -2.3499 1.18 1.21 0.96
H -0.6844 0.3490 -2.4858 0.15 0.47 0.58
H 0.4040 -2.1996 -2.7279 0.01 0.86 0.66
```
Forces are in eV/Å.

Results
- Kohn-Sham gap (alpha / beta): 9.61 / 6.71 eV
- LUMO level (alpha / beta): 0.883 / -2.008 eV
- HOMO level (alpha / beta): -0.321 / -0.320 Eh
- Spin multiplicity: 2

***

(14)
Below is a cluster of 2 separate species, C4H11N2O3 in total, with properties calculated with ωB97M-V/def2-TZVPD.

```
20
Properties=species:S:1:pos:R:3:forces:R:3
O 0.3651 2.4563 -1.9997 0.20 -0.32 -0.09
C 0.4758 1.5655 -1.1551 -0.11 0.86 0.14
N 1.0810 1.8668 0.0247 0.23 -0.79 0.19
C 1.0726 1.1028 1.2535 -0.50 -0.99 -0.21
C -0.1018 0.1928 -1.3882 -0.05 0.03 -1.23
N -1.5194 0.0987 -0.9937 0.45 -0.34 0.37
C -1.7168 -1.0598 -0.0519 0.92 0.47 0.49
O -0.9249 -1.0199 1.0560 -0.28 -0.02 -0.22
H 1.5056 2.7633 0.0564 -0.03 0.75 -0.13
H 0.9771 0.0348 1.0392 0.17 0.15 -0.10
H 0.1480 1.2585 1.8122 0.21 0.32 0.30
H 1.9710 1.2623 1.8448 0.02 0.30 0.01
H -0.0447 0.0966 -2.4792 -0.04 0.01 0.01
H 0.5394 -0.6031 -1.0124 -0.20 -0.03 0.61
H -1.7158 0.9316 -0.4546 -0.23 0.10 0.17
H -1.4626 -1.9435 -0.6637 -0.49 -0.13 -0.14
H -2.7857 -1.0110 0.2088 -0.16 -0.27 -0.23
H 1.4882 -2.7696 1.0809 0.29 -0.04 0.04
H 0.0469 -2.1743 0.9634 -0.41 -0.24 0.05
O 0.6011 -3.0487 0.8585 0.02 0.19 -0.05
```
Forces are in eV/Å.

Results
- Kohn-Sham gap: 7.60 eV
- Charge: -1
- LUMO level: 3.662 eV
- HOMO level: -0.145 Eh

***

Respective ΔE to the lowest compared entry with this formula, charge and spin values: 160.42 289.61 187.78 84.80 297.45 5.88 502.14 410.47 179.44 269.82 170.59 619.88 381.74 125.25 kJ/mol.
Respective maximum force values: 4.1 2.2 3.3 1.6 4.2 2.0 1.3 3.9 2.2 5.8 2.7 5.2 5.2 1.2 eV/A.